DFT (ωB97M-V with the def2-TZVPD basis set) results for a molecular structure, C30H50ClNOPRh.

Properties
- Gap between HOMO and LUMO (alpha / beta): 2.147 / 6.289 eV
- Spin multiplicity: 6
- Charge: -1
- HOMO (alpha / beta): 0.4 / -3.9 eV
- Total energy: -2214.9165 Eh
- ΔE to the lowest compared entry with this formula, charge and spin: 0.8154 eV
- Maximum force: 5.25 eV Å⁻¹

Last column: Mulliken spin population.
Element x y z (Å)
Rh  2.70  -0.30  2.74  2.091
Cl  2.44  -1.32  4.78  0.201
P  -0.45  -0.11  -0.79  -0.739
C  -1.73  -0.82  0.39  0.631
H  -2.72  -0.77  -0.10  0.228
H  -1.74  -0.09  1.23  0.219
C  1.46  0.18  -0.77  0.938
C  -1.11  1.64  -0.79  -0.032
C  1.98  0.41  -2.20  -0.016
H  1.49  1.12  -0.19  -0.010
C  3.41  0.94  -2.21  0.264
H  1.96  -0.55  -2.74  -0.013
H  1.35  1.11  -2.76  -0.034
C  4.38  0.03  -1.46  0.020
H  3.75  1.05  -3.25  -0.009
H  3.43  1.94  -1.76  -0.171
C  3.86  -0.36  -0.05  -0.112
H  4.55  -0.90  -2.03  0.015
H  5.36  0.51  -1.37  -0.104
C  2.39  -0.79  -0.05  0.051
H  4.48  -1.19  0.33  0.102
H  3.99  0.47  0.67  0.120
H  2.34  -1.78  -0.52  0.079
H  2.05  -0.88  1.04  0.154
C  -0.91  -1.05  -2.33  0.107
C  -2.61  1.74  -1.13  -0.004
H  -0.98  1.85  0.29  0.145
C  -3.14  3.18  -1.00  0.045
H  -2.78  1.37  -2.16  -0.018
H  -3.20  1.11  -0.46  0.080
C  -2.31  4.19  -1.79  -0.015
H  -4.19  3.19  -1.33  -0.002
H  -3.13  3.45  0.06  -0.026
C  -0.83  4.10  -1.45  0.029
H  -2.45  3.99  -2.87  0.000
H  -2.68  5.20  -1.60  -0.014
C  -0.27  2.67  -1.56  -0.118
H  -0.25  4.75  -2.11  0.013
H  -0.67  4.46  -0.42  -0.027
H  -0.24  2.39  -2.63  0.015
H  0.77  2.69  -1.20  0.089
C  -0.10  -2.35  -2.43  0.007
H  -1.96  -1.33  -2.14  0.033
C  -0.70  -3.25  -3.51  -0.007
H  0.96  -2.13  -2.68  -0.032
H  -0.08  -2.88  -1.47  0.063
C  -0.93  -2.54  -4.86  0.006
H  -0.04  -4.11  -3.66  -0.001
H  -1.66  -3.64  -3.14  -0.003
C  -1.54  -1.14  -4.73  0.003
H  0.03  -2.45  -5.38  0.002
H  -1.59  -3.16  -5.48  -0.002
C  -0.87  -0.28  -3.65  0.004
H  -1.48  -0.61  -5.70  -0.004
H  -2.61  -1.23  -4.47  -0.003
H  0.17  -0.07  -3.95  0.001
H  -1.38  0.70  -3.56  -0.001
C  -0.10  -2.61  1.21  0.089
C  -1.54  -2.22  0.90  -0.409
H  0.65  -2.15  0.58  0.735
C  -2.55  -2.54  2.04  0.023
H  -1.84  -2.92  0.09  0.124
C  -1.90  -2.64  3.43  0.070
H  -3.33  -1.78  2.06  0.030
H  -3.04  -3.50  1.80  -0.026
C  -0.71  -3.60  3.50  -0.031
H  -1.59  -1.64  3.78  0.017
H  -2.68  -2.99  4.13  0.001
C  0.34  -3.37  2.37  0.003
H  -0.21  -3.47  4.47  -0.002
H  -1.10  -4.63  3.45  -0.006
H  1.18  -2.78  2.81  0.014
H  0.78  -4.36  2.13  0.080
O  1.22  0.89  2.61  0.462
N  1.08  1.73  3.69  -1.104
C  -0.14  1.82  4.26  0.170
C  -0.25  2.48  5.48  -0.083
C  0.86  3.14  6.03  0.074
C  2.06  3.12  5.33  -0.148
C  2.17  2.39  4.15  0.470
H  -0.94  1.28  3.76  0.089
H  -1.21  2.45  5.98  -0.030
H  0.79  3.60  7.01  -0.077
H  2.96  3.61  5.70  -0.128
H  3.08  2.28  3.57  0.351